50
Properties=species:S:1:pos:R:3 method="wB97M-V/def2-TZVPD" gap_ev=6.02 total_energy_ha=-2536.7271 lumo_energy_ev=-1.32 max_force_ev_per_a=2.1
Cl 3.123 -1.499 2.615
B 2.176 0.073 2.814
Cl 2.319 0.817 4.523
Cl 2.726 1.364 1.554
O 0.759 -0.255 2.548
C -0.179 0.578 2.336
C -1.538 0.160 2.527
C -2.547 1.145 2.526
C -3.881 0.770 2.628
C -4.221 -0.582 2.764
C -3.222 -1.560 2.809
C -1.889 -1.205 2.711
H 0.061 1.620 2.062
H -2.230 2.188 2.444
H -4.661 1.536 2.584
H -5.269 -0.876 2.760
H -3.486 -2.614 2.891
H -1.095 -1.948 2.747
C -5.156 -0.762 -0.857
C -4.211 -1.757 -0.591
C -2.850 -1.442 -0.586
C -2.420 -0.129 -0.817
C -0.947 0.187 -0.633
C -0.466 1.466 -1.021
N 0.866 1.734 -1.256
C 1.768 0.734 -1.501
C 3.086 1.006 -1.817
C 3.533 2.313 -1.862
C 2.646 3.364 -1.596
C 1.286 3.081 -1.289
C 0.379 4.115 -1.057
C 0.771 5.446 -1.217
C 2.114 5.747 -1.496
C 3.037 4.729 -1.659
O -0.203 -0.644 -0.069
C -3.375 0.850 -1.137
C -4.733 0.535 -1.162
H -6.220 -1.001 -0.828
H -4.517 -2.778 -0.364
H -2.112 -2.212 -0.363
H -1.168 2.222 -1.361
H 1.413 -0.278 -1.359
H 3.738 0.157 -1.983
H 4.569 2.544 -2.087
H -0.645 3.909 -0.741
H 0.027 6.234 -1.116
H 2.415 6.789 -1.597
H 4.081 4.943 -1.881
H -3.047 1.866 -1.348
H -5.449 1.316 -1.404